# 1
The following is a quantum chemistry calculation of a cluster of 2 separate species, C7H6N6 in total at a distorted geometry, from the Open Molecules 2025 dataset.

Values from the calculation:
Kohn-Sham gap (alpha / beta): 0.28910 / 0.28906 hartree
E: -598.7303 Ha
HOMO level (alpha / beta): -8.90 / -8.90 eV
ΔE to the lowest compared entry with this formula, charge and spin: 0.0 kcal per mole

```
! RIJCOSX wB97M-V def2-TZVPD def2/J DEFGRID3
* xyz 0 1
C 0.826 0.434 -1.861
C 1.677 0.473 0.306
C 0.527 -2.579 -0.564
C -0.186 -1.169 1.263
C -0.788 1.777 0.336
C 0.819 -0.127 -0.579
C -0.087 -1.274 -0.219
N 0.985 0.565 -2.982
N 2.188 0.996 1.217
N 0.806 -3.616 -0.947
N -0.302 -0.925 2.356
N -0.074 2.129 1.400
N -1.422 -1.198 -0.799
H -0.818 2.210 -0.614
H -1.571 0.992 0.670
H -0.124 1.366 2.122
H 0.768 2.645 1.476
H -1.827 -2.092 -1.030
H -1.397 -0.605 -1.550
*
```


# 2
The following is a quantum chemistry calculation of an isolated molecule of C19H23N3O5 at a distorted geometry, from the Open Molecules 2025 dataset.

Values from the calculation:
Kohn-Sham gap: 0.35208 hartree
E: -1278.3500 Ha
HOMO level: -8.85 eV
ΔE to the lowest compared entry with this formula, charge and spin: 37.4 kcal per mole
SMILES: CCCCc1nc2cc(C(=O)N3CCNC(=O)[C@@H]3CC(=O)OC)ccc2o1

```
! RIJCOSX wB97M-V def2-TZVPD def2/J DEFGRID3
* xyz 0 1
C 1.262 1.120 7.810
C 2.499 1.243 6.928
C 2.342 0.557 5.572
C 1.290 1.235 4.684
C 1.248 0.594 3.350
N 0.322 -0.184 2.906
C 0.730 -0.550 1.644
C 0.141 -1.354 0.681
C 0.823 -1.512 -0.515
C 0.245 -2.378 -1.593
O 0.620 -3.515 -1.798
N -0.733 -1.797 -2.341
C -1.375 -2.552 -3.391
C -2.864 -2.628 -3.076
N -3.367 -1.279 -2.949
C -2.646 -0.210 -2.565
O -3.121 0.907 -2.532
C -1.186 -0.439 -2.171
C -0.325 0.573 -2.956
C -0.691 1.969 -2.480
O -0.616 2.323 -1.334
O -1.052 2.747 -3.495
C -1.518 4.046 -3.151
C 2.065 -0.910 -0.736
C 2.662 -0.101 0.213
C 1.972 0.073 1.395
O 2.287 0.799 2.496
H 1.459 1.540 8.793
H 0.986 0.076 7.932
H 0.419 1.652 7.378
H 3.348 0.789 7.445
H 2.734 2.299 6.774
H 3.302 0.575 5.051
H 2.060 -0.487 5.722
H 1.545 2.290 4.564
H 0.299 1.147 5.126
H -0.806 -1.836 0.866
H -0.921 -3.545 -3.410
H -1.220 -2.058 -4.356
H -3.403 -3.137 -3.878
H -3.015 -3.186 -2.143
H -4.340 -1.101 -3.155
H -1.111 -0.158 -1.112
H -0.490 0.496 -4.030
H 0.726 0.393 -2.725
H -0.802 4.545 -2.495
H -1.632 4.589 -4.085
H -2.476 3.961 -2.635
H 2.571 -1.092 -1.673
H 3.616 0.370 0.041
*
```


# 3
The following is a quantum chemistry calculation of a cluster of 2 separate species, C3H8NO3 in total at a distorted geometry, from the Open Molecules 2025 dataset.

Values from the calculation:
Kohn-Sham gap: 0.40035 hartree
E: -399.3386 Ha
HOMO level: -14.52 eV
ΔE to the lowest compared entry with this formula, charge and spin: 7.9 kcal per mole

```
! RIJCOSX wB97M-V def2-TZVPD def2/J DEFGRID3
* xyz 1 1
C 0.392 -0.194 -0.324
C -0.046 -2.406 -0.403
C 1.401 -2.157 -0.129
N -1.194 3.337 0.632
O -0.611 -1.036 -0.254
O 0.229 0.990 -0.184
O 1.612 -0.810 -0.463
H -0.790 -3.085 0.078
H -0.730 2.535 0.099
H -0.119 -2.789 -1.521
H 1.942 -2.766 -0.782
H 1.683 -2.261 0.986
H -2.115 3.554 0.227
H -0.512 4.039 0.423
H -1.140 3.049 1.615
*
```


# 4
The following is a quantum chemistry calculation of a structure of composition C6H14N2 at a distorted geometry, from the Open Molecules 2025 dataset.

Values from the calculation:
Kohn-Sham gap: 0.30628 hartree
E: -346.3460 Ha
HOMO level: -7.41 eV
ΔE to the lowest compared entry with this formula, charge and spin: 113.7 kcal per mole

```
! RIJCOSX wB97M-V def2-TZVPD def2/J DEFGRID3
* xyz 0 1
C 1.371 -0.515 -1.286
C -0.392 -0.723 2.312
C 1.038 0.089 0.053
C -0.307 -0.934 0.842
C -0.993 -1.850 0.169
N 1.869 0.573 0.893
H 2.840 0.431 0.629
H 1.688 -1.553 -1.184
H 2.186 0.041 -1.751
H 0.498 -0.482 -1.939
H -0.182 -1.643 2.862
H 0.316 0.025 2.673
H -1.377 -0.349 2.603
H -1.706 -2.507 0.663
H -0.947 -1.955 -0.906
C -0.394 1.902 -0.698
N -1.498 1.450 -1.450
H -1.440 1.456 -2.458
H -2.163 0.889 -0.934
H 0.408 2.303 -1.310
H -0.628 2.544 0.151
H -0.188 0.808 0.065
*
```


# 5
The following is a quantum chemistry calculation of a structure of composition C31H62BrIrN2O2Si, from the Open Molecules 2025 dataset.

Values from the calculation:
Kohn-Sham gap (alpha / beta): 0.30016 / 0.26184 hartree
E: -4445.6486 Ha
HOMO level (alpha / beta): -13.42 / -14.84 eV
ΔE to the lowest compared entry with this formula, charge and spin: 10.8 kcal per mole

```
! RIJCOSX wB97M-V def2-TZVPD def2/J DEFGRID3
* xyz 2 5
Ir -0.400 1.341 0.907
C -0.329 0.788 3.129
C 0.782 1.703 3.098
C 1.786 1.080 2.234
C 1.323 -0.238 1.964
C 0.056 -0.462 2.554
C -0.703 -1.753 2.697
C -2.159 -1.562 2.257
C -0.663 -2.118 4.195
C -0.050 -2.867 1.883
C 3.140 1.504 1.668
C 3.234 1.027 0.206
C 4.240 0.791 2.477
C 3.400 3.007 1.653
C 0.866 2.825 4.142
C 2.102 2.505 5.005
C 0.928 4.270 3.636
C -0.356 2.759 5.070
H -1.212 0.923 3.730
H 1.864 -0.967 1.382
H -2.667 -0.804 2.857
H -2.706 -2.498 2.379
H -2.219 -1.275 1.202
H -1.147 -1.358 4.809
H 0.363 -2.244 4.542
H -1.189 -3.060 4.348
H -0.003 -2.608 0.824
H -0.629 -3.785 1.985
H 0.962 -3.078 2.234
H 3.211 -0.058 0.114
H 4.180 1.366 -0.217
H 2.426 1.442 -0.403
H 4.111 -0.292 2.454
H 4.252 1.110 3.518
H 5.213 1.023 2.041
H 2.607 3.540 1.123
H 4.336 3.194 1.127
H 3.506 3.427 2.649
H 3.034 2.653 4.468
H 2.074 1.477 5.372
H 2.109 3.168 5.871
H 1.716 4.454 2.917
H 1.100 4.917 4.496
H -0.022 4.554 3.189
H -0.426 1.806 5.596
H -1.290 2.941 4.533
H -0.260 3.539 5.824
C -0.077 6.306 0.693
O -1.085 5.500 0.018
C -1.069 4.213 0.197
O -0.266 3.603 0.922
N -2.041 3.586 -0.500
N -2.094 2.191 -0.442
H -0.085 7.255 0.170
H 0.893 5.824 0.618
H -0.367 6.436 1.731
H -2.682 4.108 -1.080
H -1.932 1.783 -1.361
H -2.996 1.879 -0.092
C 1.935 -2.361 -3.744
C 0.765 -3.050 -3.030
C 0.407 -4.339 -3.812
C 1.265 -3.446 -1.635
Si -0.812 -1.999 -3.019
Br -0.230 -0.363 -1.111
C -1.022 -0.721 -4.414
C -0.912 -1.489 -5.755
C -2.394 -0.034 -4.363
C 0.035 0.395 -4.417
C -2.386 -2.774 -2.287
C -2.058 -3.835 -1.226
C -3.332 -1.758 -1.622
C -3.148 -3.460 -3.446
H 2.798 -3.030 -3.708
H 2.221 -1.427 -3.255
H 1.733 -2.159 -4.793
H 1.315 -4.939 -3.913
H 0.041 -4.142 -4.820
H -0.327 -4.954 -3.294
H 2.121 -4.115 -1.758
H 0.523 -3.970 -1.037
H 1.611 -2.574 -1.076
H -1.644 -2.288 -5.858
H 0.080 -1.909 -5.913
H -1.092 -0.781 -6.568
H -3.222 -0.727 -4.495
H -2.448 0.692 -5.177
H -2.545 0.508 -3.425
H 1.046 0.029 -4.566
H 0.021 0.984 -3.498
H -0.191 1.069 -5.246
H -1.544 -3.405 -0.361
H -1.456 -4.653 -1.615
H -2.996 -4.269 -0.870
H -2.834 -1.188 -0.835
H -4.150 -2.313 -1.156
H -3.776 -1.064 -2.330
H -2.565 -4.242 -3.931
H -3.484 -2.757 -4.206
H -4.042 -3.933 -3.032
*
```